No. 1
Formula: C28H35ClFNO15
Source: the Open Molecules 2025 dataset
Level of theory: ωB97M-V with the def2-TZVPD basis set

The geometry in XYZ format:
```
81
Properties=species:S:1:pos:R:3:forces:R:3
C 6.39674 2.74697 -0.45911 -0.6 -0.4 0.4
C 5.56171 1.52040 -0.06275 0.7 0.4 0.5
O 4.18164 1.72071 -0.36078 0.0 -0.3 0.3
C 3.51091 2.10986 0.83728 -0.2 0.2 -0.2
C 2.09031 2.54539 0.56663 1.2 0.1 -0.2
C 1.04019 1.66300 0.43660 0.1 -1.1 0.1
C -0.25426 2.05870 0.22145 -1.2 0.2 -0.3
C -1.39105 1.07239 0.08198 -0.1 -0.6 0.5
C -1.03931 -0.36912 0.42433 -0.6 0.3 -0.4
F -0.73878 -0.50863 1.78073 0.4 0.2 -0.1
C -0.56650 3.42081 0.13079 -0.6 0.0 -0.4
C -1.97136 3.94692 -0.06363 0.2 0.6 0.8
C -2.87498 3.89753 1.21856 -0.6 -0.9 -0.3
C -4.17211 3.08086 1.00472 0.1 -0.1 0.2
Cl -2.00381 3.23354 2.66759 0.0 0.3 0.0
C 0.48237 4.28860 0.22637 1.0 1.2 0.0
C 1.79865 3.87822 0.44173 -0.2 0.5 -0.2
C 2.68033 5.08664 0.53367 0.8 0.6 0.4
O 3.86764 5.19059 0.76652 -0.8 -0.4 -0.1
N 1.85772 6.22450 0.32819 -0.6 -1.5 0.4
C 0.52075 5.78250 0.13661 -0.6 1.4 -0.3
O -0.35420 6.59447 -0.09416 0.2 -0.9 0.4
H 7.44184 2.62770 -0.15892 0.0 -0.2 -0.3
H 6.01605 3.58737 0.13066 0.0 0.1 -0.4
H 6.28095 2.91369 -1.53066 0.2 0.3 0.1
H 5.68525 1.40422 1.02390 -0.1 -0.2 -0.1
H 5.93899 0.59281 -0.50377 -0.3 0.1 -0.3
H 4.03788 2.97939 1.24310 0.0 -0.3 0.3
H 3.50174 1.27461 1.55127 0.1 0.1 0.0
H 1.22301 0.59572 0.51290 0.2 0.1 0.1
H -1.80377 1.07320 -0.93771 0.2 0.0 0.0
H -2.23066 1.35844 0.72275 0.2 0.1 0.0
H -0.20883 -0.69000 -0.20365 0.0 -0.3 0.4
H -1.89256 -1.02483 0.25147 0.1 0.1 -0.2
H -1.86225 5.01210 -0.27959 -0.1 -0.2 -0.3
H -2.47800 3.46795 -0.90433 0.0 -0.1 0.2
H -3.18271 4.89937 1.50955 0.4 0.0 0.0
H -4.13988 2.49338 0.08228 -0.1 0.2 0.0
H -4.36359 2.36138 1.80929 0.2 0.4 -0.1
H -5.02916 3.75706 0.98636 0.0 -0.2 -0.2
H 1.92929 6.95158 1.02824 0.4 0.4 -0.4
O -1.83365 -3.09861 -0.97244 0.0 0.0 0.0
C -0.71700 -3.49835 -1.12189 0.0 0.0 -0.1
O 0.39857 -2.75290 -0.94212 -0.3 -0.5 0.0
C 1.52906 -3.64667 -0.98629 0.0 0.3 -0.1
C 0.99139 -4.80248 -1.79009 0.3 -0.5 0.0
O -0.41310 -4.75758 -1.49444 0.0 0.2 0.1
H 2.38193 -3.17000 -1.45790 -0.1 0.2 0.0
H 1.79413 -3.91836 0.02787 -0.2 0.1 0.1
H 1.12773 -4.67167 -2.85552 0.0 0.0 0.0
H 1.41819 -5.75279 -1.49422 -0.3 -0.1 0.2
O 1.00739 -2.73831 -3.67756 0.0 0.3 -0.4
C 0.52259 -1.73410 -4.09196 0.0 0.0 0.1
O 0.56959 -0.54495 -3.44737 -0.1 -0.1 -0.1
C 0.08924 0.45788 -4.34478 0.0 0.3 0.0
C -0.77000 -0.34263 -5.29524 -0.2 0.2 -0.2
O -0.14856 -1.63026 -5.26292 0.1 0.1 0.2
H -0.46949 1.22183 -3.80885 0.1 -0.1 0.2
H 0.94208 0.92498 -4.84090 0.0 0.0 0.0
H -1.80059 -0.43990 -4.94846 0.0 0.0 0.0
H -0.77303 0.06079 -6.30495 0.1 -0.2 -0.1
O -7.43622 2.55259 1.30847 0.0 0.0 0.0
C -7.32868 1.64710 2.06741 0.0 0.1 -0.1
O -6.18646 1.33371 2.73965 -0.5 -0.2 0.0
C -6.51683 0.33850 3.71199 0.2 -0.1 0.3
C -7.76136 -0.28902 3.13191 -0.1 -0.3 0.1
O -8.32789 0.78465 2.37938 0.2 0.1 0.1
H -5.70178 -0.37175 3.82968 0.1 0.1 -0.1
H -6.70097 0.82970 4.66939 0.0 0.0 0.0
H -7.53727 -1.11508 2.45411 0.0 0.0 0.0
H -8.45476 -0.63537 3.89462 -0.1 0.1 -0.1
O 3.50871 -5.20629 -0.16678 0.4 -0.4 0.1
C 3.40006 -6.22819 0.43201 0.2 0.1 0.0
O 4.34611 -6.73942 1.25468 -0.2 0.0 -0.1
C 3.76498 -7.83891 1.96053 0.1 -0.2 0.3
C 2.64212 -8.25905 1.04222 -0.1 -0.3 0.1
O 2.31085 -7.03457 0.38234 0.2 0.1 0.1
H 4.49729 -8.62623 2.12120 0.1 0.1 -0.1
H 3.40518 -7.48548 2.92860 0.0 0.0 0.0
H 2.96138 -8.98736 0.29456 0.0 0.0 0.0
H 1.78292 -8.65543 1.57754 -0.1 0.2 -0.1
```
Forces are in eV/Å.

The calculation puts the largest force on an atom at 1.690 eV Å⁻¹. The SMILES is CCOCc1cc(CCF)c(C[C@@H](C)Cl)c2c1C(=O)NC2=O.O=C1OCCO1.O=C1OCCO1.O=C1OCCO1.O=C1OCCO1. For the HOMO energy, the calculation gives -9.3641 eV. As for the frontier orbital gap: 0.3430 Ha. The value obtained for the total energy is -2831.4212 Ha.



No. 2
Formula: C41H41I2O4RhSe
Source: the Open Molecules 2025 dataset
Level of theory: ωB97M-V with the def2-TZVPD basis set

The geometry in XYZ format:
```
90
Properties=species:S:1:pos:R:3:forces:R:3
Rh 1.08552 1.26620 -1.96066 -0.4 -0.5 0.7
C -4.32249 1.69754 1.88548 0.2 0.0 -0.1
C -3.15240 0.74236 1.73171 -0.2 0.0 0.2
C -3.21207 -0.43198 2.69972 0.1 0.1 -0.2
O -3.10314 0.22063 0.41185 -0.1 -0.1 -0.3
C -1.92213 0.66387 -0.24573 0.2 0.1 -0.1
C -1.01478 1.01107 0.95429 0.2 -0.1 -0.2
O -1.96203 1.48237 1.89816 0.0 0.1 0.0
C 0.09889 2.07034 0.73879 -0.5 0.0 0.3
O 1.08985 1.46369 -0.04607 0.2 0.1 -0.2
C -0.54689 3.36814 0.21827 0.1 0.0 0.0
C -1.03992 4.28778 1.14458 0.0 0.0 -0.1
C -1.64875 5.46244 0.73184 0.0 0.0 0.1
C -1.77713 5.75115 -0.61820 0.0 0.0 -0.1
C -1.32085 4.83663 -1.55204 0.0 0.0 0.0
C -0.72922 3.65656 -1.12895 0.0 -0.2 0.0
C 0.86895 2.37885 2.03712 0.0 -0.1 -0.1
C 1.96990 3.22459 1.90756 0.0 0.1 0.1
C 2.77215 3.51324 2.99782 0.0 0.0 -0.1
C 2.48872 2.95705 4.23881 0.0 0.0 0.1
C 1.40124 2.11108 4.37250 0.0 0.0 0.1
C 0.59617 1.81661 3.27702 0.0 0.0 -0.1
C -1.46750 -0.42937 -1.25463 -0.5 -0.1 0.5
O -0.27730 -0.10760 -1.90511 0.8 0.1 -0.3
C -2.49239 -0.61581 -2.39549 0.0 0.1 0.0
C -3.80153 -0.14436 -2.39204 0.1 0.0 0.0
C -4.62362 -0.32959 -3.49806 0.0 0.0 -0.1
C -4.15339 -0.98074 -4.62628 -0.1 0.0 0.0
C -2.85372 -1.46521 -4.63577 0.1 0.0 0.0
C -2.03760 -1.28641 -3.53044 0.0 -0.1 -0.1
C -1.23218 -1.75621 -0.51012 0.1 0.1 -0.2
C 0.00724 -1.97748 0.08862 -0.1 0.0 -0.1
C 0.27144 -3.16793 0.74753 0.0 0.0 0.1
C -0.70670 -4.14986 0.82463 0.0 0.0 0.0
C -1.94357 -3.93500 0.23620 0.0 0.0 0.0
C -2.20253 -2.74760 -0.43671 0.0 0.0 0.1
H -5.26350 1.16661 1.74694 0.0 0.0 0.0
H -4.23548 2.48921 1.14056 0.0 0.0 0.0
H -4.29300 2.14666 2.87790 -0.1 0.0 0.0
H -4.06932 -1.05769 2.45278 0.0 0.0 0.1
H -3.29604 -0.07275 3.72509 0.0 0.0 0.0
H -2.30732 -1.03356 2.59618 0.0 0.0 0.0
H -2.13255 1.57646 -0.81690 0.0 0.0 0.0
H -0.53245 0.10115 1.32424 0.0 0.0 0.0
H -0.94545 4.07531 2.20016 0.0 0.0 0.0
H -2.01573 6.16236 1.47219 0.0 0.0 0.0
H -2.23609 6.67614 -0.94291 0.0 0.0 0.0
H -1.42430 5.03509 -2.61121 0.0 0.0 0.0
H -0.43991 2.94589 -1.90222 0.1 0.0 0.0
H 2.20157 3.65337 0.93998 0.0 0.0 0.0
H 3.62470 4.17006 2.87596 0.0 0.0 0.0
H 3.11519 3.18033 5.09340 0.0 0.0 0.0
H 1.17249 1.67049 5.33526 0.0 0.0 0.0
H -0.25002 1.15877 3.40519 0.0 0.0 0.0
H -4.19734 0.36481 -1.52900 0.0 0.0 0.1
H -5.64013 0.04256 -3.47118 0.0 0.0 0.0
H -4.79272 -1.11024 -5.49039 0.0 0.0 0.0
H -2.47148 -1.98393 -5.50643 0.0 0.0 0.0
H -1.02717 -1.67707 -3.54171 0.0 0.0 0.0
H 0.77246 -1.21335 0.02568 0.0 0.0 0.0
H 1.24706 -3.33153 1.19052 -0.2 0.1 0.0
H -0.49946 -5.08093 1.33802 0.0 0.0 0.0
H -2.71090 -4.69737 0.28889 0.0 0.0 0.0
H -3.16392 -2.59504 -0.90958 0.0 0.0 0.0
I 1.07454 0.77667 -4.66436 0.5 0.1 -0.1
C 3.05808 1.32861 -4.95228 -0.3 -0.3 -0.4
I 2.85343 3.19558 -2.28055 0.0 0.0 0.0
H 3.28550 1.78243 -5.90597 -0.1 0.1 0.1
H 3.78536 0.69579 -4.46803 0.0 0.1 0.1
C 3.84824 -5.16373 2.15966 0.0 0.0 0.0
C 3.63653 -4.00254 1.22841 0.1 0.0 -0.1
C 3.84240 -2.69415 1.64894 0.0 -0.1 0.0
C 3.69058 -1.61655 0.78651 -0.1 0.2 -0.1
C 3.90299 -0.19997 1.24437 0.0 0.0 -0.1
C 3.33426 -1.88266 -0.53723 -0.1 -0.3 0.3
Se 3.27742 -0.44267 -1.77057 -0.1 0.4 -0.4
C 3.05966 -3.17921 -0.97940 0.1 0.1 -0.1
C 2.60315 -3.43875 -2.38923 0.1 0.1 0.1
C 3.22710 -4.22363 -0.08292 0.2 0.0 0.0
H 4.04326 -4.82949 3.17767 0.0 0.0 0.0
H 4.70066 -5.76299 1.83334 0.0 0.0 0.0
H 2.97726 -5.82077 2.17349 0.0 0.0 0.0
H 4.12870 -2.50563 2.67803 0.0 0.0 0.0
H 4.03158 -0.14878 2.32387 0.0 0.0 0.0
H 3.05580 0.43454 0.96219 0.0 0.0 0.1
H 4.79596 0.22281 0.77321 0.0 0.0 0.0
H 2.00077 -2.60672 -2.76450 -0.1 -0.1 0.0
H 2.00439 -4.34641 -2.44092 0.0 0.0 0.0
H 3.46496 -3.55453 -3.05247 0.0 0.0 0.0
H 3.02198 -5.23610 -0.41488 0.0 0.0 0.0
```
Forces are in eV/Å.

The calculation puts the largest force on an atom at 0.898 eV Å⁻¹. The calculation puts the energy relative to the best compared isomer or geometry (same formula, charge and spin) at 36.8 kcal per mole. For the HOMO energy (alpha / beta), the calculation gives -8.1924 / -8.4157 eV. As for the spin multiplicity: 5. As for the frontier orbital gap (alpha / beta): 0.2737 / 0.2164 Ha. The value obtained for the total energy is -4995.1607 Ha.



No. 3
Formula: C4H6N4O4
Source: the Open Molecules 2025 dataset
Level of theory: ωB97M-V with the def2-TZVPD basis set

The geometry in XYZ format:
```
18
Properties=species:S:1:pos:R:3:forces:R:3
C 0.58460 0.48747 0.07197 0.8 0.5 -1.1
C 0.75841 -3.09490 -0.90362 0.2 -0.1 -1.0
C -1.38178 1.65635 -0.61847 -2.3 0.6 -1.4
C -0.31978 2.06049 1.57122 -1.0 -1.6 2.2
N 1.54341 -0.00495 -0.42623 -1.1 1.5 1.6
N 0.58340 -2.88748 -2.04263 0.2 -0.3 3.2
N -0.31608 1.41940 0.30791 1.1 0.3 -0.9
N 0.68312 -2.68266 0.45158 -0.5 0.3 0.4
O 0.40846 -2.79346 -3.18812 -0.1 0.1 -2.0
O 1.25677 -3.30468 1.31497 0.1 0.0 -0.5
O -0.07807 -1.74032 0.64304 -0.2 -0.6 0.1
O 2.35810 -0.90347 -0.47978 0.9 -1.3 -0.8
H -1.58227 2.83569 -0.95673 0.9 -3.1 1.0
H -1.16143 1.00931 -1.54067 -0.6 1.2 1.3
H -2.35272 1.28347 -0.11508 1.2 0.7 -1.1
H -1.03919 1.51570 2.23791 0.4 0.6 -0.3
H 0.61367 2.06889 2.09337 0.9 -0.6 -0.1
H -0.55863 3.07515 1.57936 -0.9 1.7 -0.7
```
Forces are in eV/Å.

The calculation puts the largest force on an atom at 3.390 eV Å⁻¹. The calculation puts the energy relative to the best compared isomer or geometry (same formula, charge and spin) at 299.5 kcal per mole. For the HOMO energy (alpha / beta), the calculation gives -8.3969 / -8.3975 eV. As for the frontier orbital gap (alpha / beta): 0.2791 / 0.2791 Ha. The value obtained for the total energy is -675.6093 Ha.



No. 4
Formula: C4H11NO
Source: the Open Molecules 2025 dataset
Level of theory: ωB97M-V with the def2-TZVPD basis set

The geometry in XYZ format:
```
17
Properties=species:S:1:pos:R:3:forces:R:3
C 1.16097 1.58996 -0.76108 1.3 -0.5 -0.8
C 0.35332 0.96270 0.09415 -1.3 0.4 0.6
N 0.30885 1.21076 1.45186 0.6 0.1 0.0
C -0.76340 0.07895 -0.43804 0.1 0.1 -1.0
C -1.62455 -0.83654 0.43658 1.0 -0.4 0.2
H 1.22085 1.27017 -1.79745 -0.5 0.0 0.1
H 2.01342 2.22237 -0.53327 -0.3 0.2 0.6
H -0.46192 0.88147 1.99940 -0.1 0.1 -0.1
H 0.75888 2.04969 1.77500 0.0 -0.1 0.1
H -0.26633 -0.54365 -1.17768 -0.4 0.1 -0.1
H -1.41308 0.73283 -1.02273 -0.1 0.1 0.2
H -2.66733 -0.74653 0.16859 -0.3 0.0 0.2
H -1.30928 -1.86760 0.25890 -0.2 0.0 -0.1
H -1.47046 -0.73342 1.51438 -0.3 0.3 0.0
O 1.08093 -2.01081 -0.96186 1.4 -0.8 1.1
H 1.37478 -2.82539 -0.51883 -0.6 -0.3 -0.6
H 1.70435 -1.43498 -0.48793 -0.4 0.7 -0.5
```
Forces are in eV/Å.

The calculation puts the largest force on an atom at 1.933 eV Å⁻¹. The SMILES is C=C(N)CC.O. The calculation puts the energy relative to the best compared isomer or geometry (same formula, charge and spin) at 34.9 kcal per mole. For the HOMO energy, the calculation gives -7.8882 eV. As for the frontier orbital gap: 0.3209 Ha. The value obtained for the total energy is -288.9615 Ha.



Which formula does entry 4 have?
C4H11NO